Formula: C72H88N4O22
Source: the Open Molecules 2025 dataset
Level of theory: ωB97M-V/def2-TZVPD

Computed properties:
Kohn-Sham gap = 1.9 eV
M = 1361.50 g/mol
E_LUMO = 2.5 eV
electronic energy = -127091.3489 eV
E_HOMO = 0.57 eV

```
! RIJCOSX wB97M-V def2-TZVPD def2/J DEFGRID3
* xyz -2 1
C 0.3843 -1.5919 2.0287
C 1.2088 -2.6800 1.3014
N 0.7942 -2.9205 -0.1096
C -0.5120 -2.7067 -0.6057
C -0.4184 -2.6786 -1.9282
N 0.9382 -2.6827 -2.2205
C 1.6511 -2.8837 -1.1239
C 1.5202 -2.6946 -3.4871
H -0.6322 -1.9473 2.1983
H 0.4527 -0.6907 1.5211
H 0.8499 -1.4010 3.0116
H 1.1761 -3.6620 1.7723
H 2.3090 -2.4379 1.2929
H -1.4280 -2.7925 0.0357
H -1.1053 -2.5524 -2.7038
H 2.9242 -2.9852 -1.1701
H 1.1769 -3.5671 -4.0435
H 2.5778 -2.7534 -3.2522
H 1.3411 -1.8297 -4.1624
C -2.1701 2.2057 3.5718
C -1.8321 1.7187 2.1497
N -2.9932 1.2579 1.4688
C -4.2548 1.9427 1.4072
C -5.0521 1.2324 0.6442
N -4.3415 0.1238 0.1931
C -3.0702 0.1953 0.7061
C -4.6642 -0.7955 -0.8688
H -1.4485 2.9566 4.0070
H -2.3856 1.4007 4.3273
H -3.2031 2.6710 3.5373
H -1.0329 0.9253 2.1031
H -1.3431 2.5971 1.6230
H -4.2863 2.9518 1.8164
H -6.0719 1.4124 0.3694
H 5.0756 -3.6379 -3.5802
H -4.5367 -0.3701 -1.8625
H -5.7639 -1.1829 -0.6498
H -4.1485 -1.7269 -0.6777
O 5.6725 -4.2972 -3.2086
C 5.2220 -4.8596 -2.0496
C 5.0803 -3.7803 -1.0003
O 4.1589 -2.8540 -1.5212
H 5.9867 -5.6645 -1.8641
H 4.2199 -5.2958 -2.1974
H 5.9990 -3.2372 -0.6010
H 4.7314 -4.2751 -0.1120
O -5.2282 -4.7788 -10.8847
C -6.1743 -4.1078 -10.7398
C -3.5277 -10.6343 -10.0974
O -2.3898 -10.9745 -10.0136
H -6.5324 -3.7141 -9.7729
H -6.8145 -3.7440 -11.6684
H -3.9809 -9.9118 -9.4212
H -4.1280 -10.9433 -10.9611
C -0.0616 1.2955 -1.6565
C -0.9062 0.6158 -2.5576
C -2.2181 0.9809 -2.7220
C -2.7890 2.1489 -2.0499
C -1.8726 2.9141 -1.1771
C -0.5727 2.4150 -1.0275
C -2.2582 3.9657 -0.3011
O -1.4888 4.5324 0.5518
C -3.6488 4.2823 -0.5978
C -4.2415 5.3007 0.2746
C -5.5832 5.6393 0.3210
C -6.4657 4.8598 -0.5123
C -5.9447 4.0261 -1.4595
C -4.6044 3.5976 -1.4534
C -4.2031 2.3723 -2.2022
O -4.9395 1.6757 -2.9179
H 0.9383 0.9357 -1.4497
H -0.4473 -0.2500 -3.0799
H -2.9605 0.4463 -3.3217
H 0.0106 2.8900 -0.2568
H -3.5746 5.8245 0.9264
H -5.9091 6.3896 1.0534
H -7.5381 5.1102 -0.4364
H -6.5834 3.3544 -2.0776
C 7.1195 -0.6995 3.0653
C 6.1153 -1.0130 2.1053
C 4.8376 -0.4753 2.3331
C 4.5682 0.3955 3.4012
C 5.5665 0.5682 4.3411
C 6.8638 0.0496 4.1276
C 5.2940 1.2952 5.6392
O 6.1339 1.2650 6.5061
C 3.9801 1.9655 5.8225
C 3.7248 2.7869 6.8446
C 2.6217 3.6135 6.8543
C 1.7250 3.5289 5.9008
C 1.8882 2.6213 4.8454
C 3.0088 1.9021 4.7787
C 3.1957 0.9536 3.6997
O 2.2547 0.5927 3.0132
H 8.1493 -1.0262 2.8840
H 6.3013 -1.5986 1.2189
H 4.0062 -0.6992 1.6511
H 7.7232 0.3659 4.7708
H 4.3871 2.8817 7.6745
H 2.4861 4.4155 7.5720
H 0.8931 4.2419 5.9914
H 1.2224 2.6914 4.0288
O 1.6198 -5.7060 -7.7609
C 2.6340 -5.0780 -7.5240
O 2.7739 -4.3282 -6.3989
C 4.1598 -3.7833 -6.3243
C 4.4948 -3.7002 -7.8482
C 3.8471 -4.9170 -8.4638
H 4.6963 -4.3736 -5.6334
H 4.0374 -2.7631 -5.8815
H 5.5642 -3.5898 -7.9475
H 4.0404 -2.8287 -8.3484
H 4.4874 -5.8419 -8.3618
H 3.5496 -4.8503 -9.5295
O -1.9188 -3.3090 4.4690
C -2.8008 -2.5080 4.5123
O -3.0972 -1.8819 5.6497
C -4.0460 -0.8667 5.3621
C -4.4092 -0.8968 3.8934
C -3.7508 -2.2076 3.3695
H -3.5940 0.0479 5.6156
H -4.8948 -0.9188 6.0487
H -3.7948 -0.0905 3.4212
H -5.4546 -0.8284 3.5381
H -3.2463 -2.1987 2.3984
H -4.4477 -2.9832 3.3199
O 1.6206 -5.4696 -1.5599
C 1.1978 -6.2794 -2.3342
O 0.0534 -6.1785 -3.0490
C 0.0637 -7.1556 -4.0776
C 0.7713 -8.3284 -3.4453
C 1.8636 -7.6044 -2.6430
H 0.6734 -6.7800 -4.9343
H -1.0202 -7.3928 -4.3840
H 1.1643 -8.9095 -4.2859
H 0.0979 -8.7862 -2.7725
H 2.8004 -7.4274 -3.1944
H 2.1418 -8.1065 -1.6479
O 5.0330 -1.7518 -4.2317
C 5.0225 -0.9217 -3.4001
O 6.0921 -0.6591 -2.6037
C 5.6949 0.2628 -1.5752
C 4.5340 1.0933 -2.0898
C 3.8891 0.0318 -2.9964
H 6.5903 0.8184 -1.1594
H 5.3450 -0.3498 -0.7869
H 4.9430 1.9847 -2.5142
H 3.8161 1.3213 -1.3145
H 3.4673 0.4840 -3.9515
H 3.0396 -0.5710 -2.5508
O -0.7802 6.0609 6.2253
C -1.6755 6.3765 5.5069
O -2.9864 6.2992 5.8257
C -3.8229 6.6353 4.6733
C -2.9891 7.6863 4.0040
C -1.6210 7.0545 4.1112
H -4.8189 6.9477 5.0250
H -3.9902 5.7674 3.9962
H -3.0768 8.5899 4.6536
H -3.2211 7.8431 2.9466
H -0.8182 7.7247 4.0402
H -1.6175 6.2916 3.3645
O 5.9797 4.3696 3.5444
C 5.4643 4.3419 2.4656
O 4.3071 4.9968 2.2282
C 4.0753 5.1417 0.7877
C 4.7255 3.9172 0.1638
C 5.9831 3.8197 1.1187
H 4.6445 6.0667 0.5148
H 3.0708 5.3166 0.6045
H 4.9443 4.0470 -0.8873
H 4.2171 2.9765 0.3595
H 6.8767 4.4014 0.7855
H 6.3501 2.8193 1.3488
O -5.8391 1.6732 5.2509
C -6.4728 2.3820 4.5506
O -7.3101 1.8844 3.6835
C -8.0322 2.9400 3.0142
C -7.0977 4.1565 3.1758
C -6.4101 3.8763 4.4364
H -8.9250 3.0738 3.5526
H -8.3184 2.6648 2.0496
H -7.7190 5.0156 3.1686
H -6.3915 4.1645 2.3265
H -6.9265 4.2030 5.3524
H -5.3082 4.2593 4.4919
*
```

Formula: C4H10O2
Source: the Open Molecules 2025 dataset
Level of theory: ωB97M-V/def2-TZVPD

Computed properties:
Kohn-Sham gap (alpha / beta) = 8.0 / 4.5 eV
M = 90.12 g/mol
relative energy (zero: lowest compared OMol25 entry of this formula, charge and spin) = 78.8 kcal per mole
E_LUMO (alpha / beta) = -5.4 / -8.8 eV
electronic energy = -8393.4954 eV
E_HOMO (alpha / beta) = -13.38 / -13.38 eV

```
! RIJCOSX wB97M-V def2-TZVPD def2/J DEFGRID3
* xyz 1 2
C 1.9204 1.9926 -0.2821
C 1.3278 2.5211 0.7920
C 0.6943 1.7489 1.8658
C 0.5278 2.3448 3.0260
H 1.7169 0.9904 -0.6158
H 2.6675 2.2677 -0.9788
H 1.6049 3.5579 0.9440
H 0.4037 0.7312 1.7088
H -0.0606 1.8580 3.7913
H 0.7253 3.3824 3.4742
H 0.9208 -3.4617 -3.5878
H 2.1670 -2.6952 -3.5830
O 1.3088 -2.5675 -3.9320
H -4.7366 -2.8682 -0.1467
H -5.4066 -4.2130 -0.4148
O -4.6618 -3.8318 -0.1931
*
```

Formula: CHClFO2S2
Source: the Open Molecules 2025 dataset
Level of theory: ωB97M-V/def2-TZVPD

Computed properties:
Kohn-Sham gap = 8.4 eV
M = 163.60 g/mol
relative energy (zero: lowest compared OMol25 entry of this formula, charge and spin) = 5.4 kcal per mole
E_LUMO = 3.5 eV
electronic energy = -42059.8532 eV
E_HOMO = -4.95 eV

```
! RIJCOSX wB97M-V def2-TZVPD def2/J DEFGRID3
* xyz -1 1
C -0.3639 1.4149 -0.6084
O 0.8546 -0.1257 0.3391
O 1.3199 -2.5275 0.1290
F -0.6576 1.1071 -1.8571
S -1.5372 1.7164 0.4109
S 0.9435 -1.4684 1.0182
Cl -1.2540 -1.7761 1.0974
H 0.6947 1.6593 -0.5290
*
```

Formula: C20H21HgN10O3S2
Source: the Open Molecules 2025 dataset
Level of theory: ωB97M-V/def2-TZVPD

Computed properties:
Kohn-Sham gap (alpha / beta) = 2.3 / 4.6 eV
M = 714.18 g/mol
relative energy (zero: lowest compared OMol25 entry of this formula, charge and spin) = 14.6 kcal per mole
E_LUMO (alpha / beta) = 3.8 / 3.8 eV
electronic energy = -67964.8628 eV
E_HOMO (alpha / beta) = 1.46 / -0.78 eV

```
! RIJCOSX wB97M-V def2-TZVPD def2/J DEFGRID3
* xyz -2 2
Hg 1.7641 1.3405 0.6713
N 1.1016 5.5951 -0.9098
C 1.1381 4.3567 -0.2043
S 2.7414 3.7550 0.1761
N 0.0072 3.8364 0.0977
N 0.0040 2.6701 0.8104
C -1.1947 2.3262 1.3393
C -1.4545 1.2466 2.2123
C -2.8087 0.9591 2.5424
C -3.1909 -0.1201 3.3243
C -2.2139 -0.9826 3.8153
C -0.8646 -0.7112 3.5565
C -0.4226 0.4035 2.8254
O 0.8469 0.6746 2.7364
H 1.8878 5.6679 -1.5407
H 0.2199 5.6735 -1.4027
H -2.0280 2.9779 1.0740
H -3.5734 1.6182 2.1327
H -4.2425 -0.2997 3.5291
H -2.4911 -1.8579 4.3950
H -0.0867 -1.3604 3.9463
N 4.3825 0.9284 0.0044
N 4.4904 -0.3445 -0.5433
C 3.3499 -1.1828 -0.5869
N 3.4305 -2.2708 -1.3272
N 2.3041 -0.8123 0.1412
N 1.2070 -1.6886 0.2814
O 0.3953 -1.4933 -0.9403
O 1.5602 -3.0257 0.2563
H 4.1859 1.6658 -0.6613
H 5.1561 1.1474 0.6108
H 4.9932 -0.3941 -1.4168
H 4.3806 -2.4049 -1.6587
H 2.2872 -3.0931 -0.4270
S 1.8636 0.4933 -4.7914
C 2.1731 2.1526 -4.4867
C 2.2330 2.3657 -3.1483
N 2.0436 1.2494 -2.3714
C 1.8399 0.1970 -3.0946
H 2.2785 2.8707 -5.2836
H 2.4080 3.3062 -2.6418
H 1.6583 -0.7851 -2.6720
C -0.7899 -0.8287 -0.5639
C -1.9331 -1.7679 -0.2786
C -3.1973 -1.2396 -0.0281
C -4.2674 -2.0721 0.2351
C -4.0768 -3.4537 0.2491
C -2.8107 -3.9878 0.0227
C -1.7428 -3.1446 -0.2358
C -5.1908 -4.3312 0.4956
N -6.0811 -5.0379 0.6764
H -0.6240 -0.2183 0.3247
H -1.0623 -0.1480 -1.3766
H -3.3260 -0.1641 -0.0077
H -5.2460 -1.6614 0.4463
H -2.6677 -5.0604 0.0588
H -0.7447 -3.5350 -0.3878
*
```

Formula: C16H56O12
Source: the Open Molecules 2025 dataset
Level of theory: ωB97M-V/def2-TZVPD

Computed properties:
Kohn-Sham gap = 9.7 eV
M = 440.61 g/mol
relative energy (zero: lowest compared OMol25 entry of this formula, charge and spin) = 100.1 kcal per mole
E_LUMO = 0.2 eV
electronic energy = -42063.3703 eV
SMILES = CCO.CCO.CCO.CCO.CO.CO.CO.CO.CO.CO.CO.CO
E_HOMO = -9.55 eV

```
! RIJCOSX wB97M-V def2-TZVPD def2/J DEFGRID3
* xyz 0 1
C 9.3200 -0.8940 7.8080
C 8.9370 0.2520 8.6410
O 9.2610 0.0220 9.9920
H 8.6970 -1.7340 7.9660
H 10.2290 -1.2960 8.1530
H 9.3810 -0.5880 6.8170
H 7.9130 0.7040 8.4900
H 9.5000 1.1820 8.4350
H 8.7300 -0.7600 10.2790
C 14.0030 4.6720 8.6840
C 14.6690 4.1760 9.9670
O 15.1920 5.3230 10.6840
H 14.6840 4.9160 7.9320
H 13.3860 5.5120 8.9690
H 13.4310 3.8540 8.1890
H 15.2900 3.3190 9.8600
H 13.8580 3.7930 10.6090
H 15.1450 5.1380 11.5900
C 13.3480 -2.3640 11.4090
C 12.9580 -1.0040 10.7690
O 11.7110 -1.0500 10.0190
H 13.3620 -3.1100 10.6360
H 12.6320 -2.6600 12.1410
H 14.3720 -2.2090 11.7560
H 13.6910 -0.6840 10.0800
H 12.9160 -0.2440 11.5980
H 11.6820 -0.2400 9.5180
C 10.2680 4.0390 8.8210
C 10.7540 3.8670 10.2270
O 11.4360 2.6550 10.3000
H 9.5550 3.2930 8.5190
H 11.0500 3.8040 8.1290
H 9.9640 5.0480 8.6040
H 9.9150 3.6670 10.8740
H 11.2890 4.7430 10.5570
H 11.5300 2.4110 11.2680
C 15.9230 0.4910 9.8610
O 16.2190 -0.0220 11.0730
H 14.9630 1.0670 9.8450
H 15.7840 -0.2070 8.9960
H 16.6630 1.1820 9.5280
H 17.1930 -0.2170 11.1030
C 10.3040 2.7960 5.3950
O 9.4070 3.9050 5.6140
H 10.3840 2.1590 6.3400
H 11.2600 3.1560 5.0850
H 9.9870 2.0220 4.6380
H 8.4720 3.6580 5.6700
C 15.8270 2.1790 5.9190
O 16.4690 3.0300 6.8420
H 16.5260 1.7690 5.1790
H 14.9790 2.6930 5.4460
H 15.3860 1.3160 6.3690
H 17.2460 2.6240 7.2470
C 12.8100 1.0860 7.5220
O 12.6950 -0.2480 7.3220
H 12.7320 1.5610 6.5590
H 13.7890 1.2550 7.9430
H 12.0940 1.4410 8.1500
H 13.5580 -0.6040 7.1630
C 11.3480 -1.4010 3.7530
O 11.1810 -0.4130 4.7210
H 12.4040 -1.4670 3.4150
H 10.7220 -1.0760 2.9550
H 11.1900 -2.4800 4.0990
H 11.4630 -0.8530 5.4980
C 13.4140 1.1540 2.6400
O 12.9260 1.5420 3.9040
H 14.0490 0.2810 2.6630
H 14.1200 1.9040 2.3380
H 12.7620 1.1210 1.8100
H 12.2490 0.8770 4.2990
C 14.7160 -1.3810 5.2810
O 15.1980 -1.3430 6.5740
H 14.2740 -2.3540 4.9520
H 15.4680 -1.1330 4.5370
H 13.8850 -0.7270 5.2190
H 16.0710 -1.7850 6.6400
C 11.7570 -3.4420 6.8440
O 12.0650 -3.2360 8.2080
H 11.5940 -4.4740 6.6340
H 12.5500 -2.9920 6.1650
H 10.9620 -2.8410 6.5080
H 11.8820 -2.3420 8.3970
*
```

Formula: C7H8BNO2S
Source: the Open Molecules 2025 dataset
Level of theory: ωB97M-V/def2-TZVPD

Computed properties:
Kohn-Sham gap (alpha / beta) = 6.9 / 6.0 eV
M = 181.03 g/mol
relative energy (zero: lowest compared OMol25 entry of this formula, charge and spin) = 0.0 kcal per mole
E_LUMO (alpha / beta) = -0.6 / -1.2 eV
electronic energy = -24486.5020 eV
E_HOMO (alpha / beta) = -7.45 / -7.17 eV

```
! RIJCOSX wB97M-V def2-TZVPD def2/J DEFGRID3
* xyz 0 1
B 2.3667 -0.2260 -0.0147
C -1.2905 2.3363 0.1144
C -2.5377 1.6784 0.0491
C -0.1375 1.6238 0.1277
C -2.5723 0.3164 -0.0118
C -0.1038 0.1833 0.0758
C -1.3940 -0.4541 -0.0044
C -0.3434 -3.0593 0.0100
N 0.9963 -0.4899 0.1300
O 3.2138 -0.6200 0.9926
O 2.8359 0.2631 -1.2180
S -1.7053 -2.1442 -0.1399
H -1.2663 3.4159 0.1561
H -3.4514 2.2517 0.0487
H 0.8265 2.1082 0.1789
H -3.5171 -0.2078 -0.0608
H -0.4662 -4.1188 -0.1043
H 0.6140 -2.6046 0.1843
H 4.1439 -0.5122 0.7907
H 3.7885 0.2597 -1.3042
*
```

Formula: C4H19N2O3
Source: the Open Molecules 2025 dataset
Level of theory: ωB97M-V/def2-TZVPD

Computed properties:
Kohn-Sham gap (alpha / beta) = 10.8 / 5.6 eV
M = 143.21 g/mol
relative energy (zero: lowest compared OMol25 entry of this formula, charge and spin) = 0.0 kcal per mole
E_LUMO (alpha / beta) = -6.5 / -11.7 eV
electronic energy = -13560.6313 eV
E_HOMO (alpha / beta) = -17.30 / -17.30 eV

```
! RIJCOSX wB97M-V def2-TZVPD def2/J DEFGRID3
* xyz 2 2
C -1.0727 1.8776 0.2415
N -0.2734 2.0730 1.4627
C 0.4917 3.3262 1.6219
C -0.2701 1.1410 -0.8341
N -0.0451 -0.3071 -0.4254
C 1.0921 -0.9323 -1.1727
H -1.8838 1.2303 0.5319
H -1.4712 2.8389 -0.0819
H -0.6407 1.7877 2.3774
H 0.0733 4.0622 0.9406
H 0.3854 3.5916 2.6611
H 1.5381 3.1780 1.3237
H -0.8077 1.0659 -1.7600
H 0.7483 1.4858 -0.8800
H -0.8424 -0.9017 -0.6671
H 0.0629 -0.3974 0.5765
H 0.9053 -1.9712 -1.4122
H 1.2205 -0.4960 -2.1567
H 2.0226 -0.7979 -0.6212
H -2.2619 -2.2947 0.5680
H -1.5621 -2.4358 1.9519
O -1.6528 -1.8678 1.1800
H -1.8251 -3.2495 -1.5978
H -2.4519 -2.4997 -2.7432
O -1.8287 -2.3781 -2.0143
H 3.8302 -1.9187 0.7857
H 3.0383 -3.0125 0.2180
O 3.4810 -2.1976 -0.0743
*
```

Formula: C5H8N2O2
Source: the Open Molecules 2025 dataset
Level of theory: ωB97M-V/def2-TZVPD

Computed properties:
Kohn-Sham gap = 9.7 eV
M = 128.13 g/mol
relative energy (zero: lowest compared OMol25 entry of this formula, charge and spin) = 36.5 kcal per mole
E_LUMO = 0.2 eV
electronic energy = -12389.3522 eV
SMILES = C=C(N=C=O)C(N)=O.C
E_HOMO = -9.53 eV

```
! RIJCOSX wB97M-V def2-TZVPD def2/J DEFGRID3
* xyz 0 1
C 0.6897 -1.4484 0.1420
C 0.7732 -0.1784 0.5823
N -0.2974 0.5158 1.0726
C -1.5069 0.4237 1.0836
O -2.6148 0.6049 1.3761
C 2.0553 0.5955 0.4388
N 2.0043 1.8586 0.9144
O 3.0589 0.0919 -0.0195
H -0.0999 -2.1080 0.4677
H 1.6079 -1.9530 -0.1073
H 1.1597 2.2299 1.3145
H 2.8160 2.4464 0.8282
C -1.9417 -0.5899 -1.6065
H -2.5778 -1.1724 -0.9552
H -2.1438 0.4717 -1.5390
H -2.1394 -0.8904 -2.6283
H -0.8432 -0.8977 -1.3644
*
```